Below is the molecule C6H9ClN2OS, with properties calculated with wB97M-V/def2-TZVPD.

Element x y z (Å)
1 C -1.396 -1.742 -1.373
2 C -1.115 -1.859 0.135
3 C -1.647 -0.651 0.973
4 O -2.531 -0.504 1.784
5 N -0.655 0.320 0.771
6 C -0.558 1.344 0.071
7 Cl -1.854 1.937 -0.984
8 C 0.603 2.349 0.247
9 N 1.845 2.251 0.358
10 C 2.748 1.205 0.192
11 S 2.228 -0.582 0.109
12 H -1.080 -2.635 -1.757
13 H -2.509 -1.444 -1.668
14 H -0.634 -1.080 -1.729
15 H -0.107 -1.999 0.493
16 H -1.648 -2.675 0.661
17 H 0.279 3.300 0.310
18 H 3.412 1.523 -0.620
19 H 3.403 1.442 0.951
20 H 1.215 -0.499 1.078

Calculated values
Net charge: 0
Relative energy (zero: lowest compared OMol25 entry of this formula, charge and spin), kJ/mol: 43.2
HOMO, eV: -9.34
Electronic energy, eV: -34750.612
Structure (SMILES): CCC(=O)/N=C(Cl)/C=N\CS
Frontier orbital gap, eV: 9.33

Atom charges from the Mulliken analysis, given in e for atoms 1 to 2: -0.994 -0.344